Entry 1:
Formula: C6H39NO14
Source: the Open Molecules 2025 dataset
Level of theory: ωB97M-V with the def2-TZVPD basis set

The geometry in XYZ format:
```
60
Properties=species:S:1:pos:R:3:forces:R:3
C -1.482 -2.795 -2.518 -0.51 -0.56 0.58
O -1.574 -3.405 -3.802 0.31 -0.41 0.76
C -2.747 -2.074 -2.064 -0.68 -0.34 -0.83
C -2.715 -0.553 -2.299 -2.38 -0.85 -0.72
C -2.268 0.212 -1.061 0.88 0.52 -0.73
N -2.706 -0.114 2.613 -0.05 -0.09 0.01
C -2.397 0.460 1.387 -1.78 -1.39 1.75
C -2.855 -0.146 0.286 0.98 0.59 -0.87
H -1.375 -3.635 -1.823 0.71 0.11 -0.15
H -0.644 -2.086 -2.511 0.20 -0.22 0.25
H -1.950 -2.765 -4.382 -0.41 0.70 -0.86
H -3.591 -2.561 -2.577 0.24 0.31 -0.60
H -3.077 -2.374 -1.069 0.74 0.44 0.42
H -3.714 -0.298 -2.696 -0.38 0.26 1.23
H -2.292 -0.351 -3.292 1.47 0.16 0.61
H -2.337 1.292 -1.226 -0.25 0.03 -0.11
H -1.177 0.067 -1.032 0.04 -0.11 0.16
H -3.329 -0.889 2.681 -0.29 -0.31 -0.33
H -2.591 0.345 3.488 0.07 0.47 0.19
H -1.771 1.306 1.584 -0.01 0.48 -1.02
H -3.376 -1.087 0.425 -0.15 0.17 -0.07
H 2.062 -2.534 -0.188 -0.35 0.06 -0.24
H 1.639 -3.036 -1.585 0.42 0.40 0.42
O 2.240 -2.414 -1.131 0.00 -0.55 -0.46
H -0.710 -0.676 4.230 0.16 0.12 0.48
H -0.778 0.723 3.821 0.20 0.16 0.79
O -0.811 0.207 4.652 0.32 0.07 -0.94
H -0.746 4.416 -1.191 -0.24 0.01 0.29
H -2.192 3.981 -1.284 -0.97 -1.09 -0.60
O -1.640 4.619 -0.880 1.25 1.01 0.46
H 2.665 -1.770 2.710 0.49 -0.57 -0.20
H 3.932 -2.438 2.013 -0.49 0.38 0.48
O 3.597 -2.039 2.836 -0.28 0.23 -0.21
H 1.677 3.125 0.023 -0.04 0.34 -0.29
H 2.508 2.372 -1.038 -0.51 0.04 0.84
O 2.111 2.288 -0.141 0.60 -0.20 -0.94
H -0.086 -2.827 3.728 -0.35 0.75 -1.67
H -0.257 -1.821 2.326 -0.69 -1.20 -0.62
O 0.094 -2.021 3.197 1.18 0.23 2.44
H 0.437 1.192 0.238 -0.09 -0.26 -0.44
H 0.746 1.209 1.641 -0.65 -0.58 0.04
O 0.187 0.669 1.013 1.58 0.83 0.29
H 0.043 4.092 -2.846 -0.37 0.56 -0.27
H 0.595 2.699 -3.019 0.59 0.22 -0.27
O 0.873 3.625 -2.859 -0.13 -0.62 0.38
H 0.534 -1.051 0.492 -0.41 0.11 0.39
H -0.429 -1.966 -0.211 -0.72 -0.12 -0.65
O 0.126 -1.940 0.555 0.75 -0.08 0.42
H 2.550 -0.969 -2.310 0.50 0.35 -0.54
H 3.969 -0.779 -2.855 -0.04 0.00 0.00
O 3.066 -0.478 -2.996 -0.14 -0.28 0.59
H 1.054 1.208 -5.016 0.25 0.00 0.30
H 2.164 1.027 -3.930 0.15 -0.42 -0.02
O 1.218 1.145 -4.066 -0.76 0.25 -0.24
H 2.004 0.699 4.463 0.24 0.32 -0.33
H 3.174 0.223 3.626 0.30 0.11 -0.28
O 2.668 1.022 3.819 -0.23 -0.97 1.13
H 1.892 2.250 3.168 -0.83 0.60 -1.04
H 1.443 3.337 2.093 0.46 0.57 -0.13
O 1.119 2.655 2.664 0.12 -0.72 0.97
```
Positions in Å, forces in eV/Å.

E_tot in hartree: -1360.04244
Energy relative to the best compared isomer or geometry (same formula, charge and spin) in eV: 4.9558
HOMO energy in eV: -7.49
Multiplicity: 1

Here are the Löwdin charges for atoms 1 to 8, given in e: number 1, C, carries -0.2767; number 2, O, carries -0.0530; number 3, C, carries -0.1952; number 4, C, carries -0.2074; number 5, C, carries -0.2135; number 6, N, carries 0.0544; number 7, C, carries -0.2041; number 8, C, carries -0.1258


Entry 2:
Formula: C9H14
Source: the Open Molecules 2025 dataset
Level of theory: ωB97M-V with the def2-TZVPD basis set

The geometry in XYZ format:
```
23
Properties=species:S:1:pos:R:3:forces:R:3
C 2.874 0.146 1.103 0.14 -0.71 1.62
C 3.345 0.958 -0.072 1.57 2.31 0.90
H 2.478 0.718 2.004 0.25 -0.73 -1.43
H 2.151 -0.467 0.636 -1.70 -0.61 0.30
H 3.543 -0.668 1.502 0.17 1.24 -0.35
H 2.583 1.110 -0.804 -0.59 -0.51 -0.65
H 4.249 0.511 -0.495 -0.18 0.31 -0.26
H 3.546 2.045 0.208 0.34 -1.31 -0.13
C -2.345 -1.778 1.268 -1.38 -0.35 -0.88
C -0.641 1.182 -0.332 2.80 4.43 -1.11
C -0.982 0.296 0.583 -0.51 -2.34 1.26
C -1.154 1.239 -1.658 -0.46 -0.21 1.01
C -1.845 -0.787 0.212 -0.16 -1.24 1.99
C -1.916 0.170 -2.015 -0.40 -3.21 0.13
C -2.202 -0.924 -1.137 -0.05 1.70 -2.62
H 0.128 2.029 -0.124 -1.17 -1.49 0.16
H -0.522 0.278 1.587 -0.26 0.15 -0.43
H -0.829 1.898 -2.406 0.52 1.08 -0.56
H -2.109 -0.044 -3.061 -0.32 0.26 -0.28
H -1.775 -2.010 2.166 1.01 0.10 -0.19
H -2.660 -2.779 0.805 0.44 1.24 0.48
H -2.663 -1.754 -1.717 0.17 0.11 1.30
H -3.254 -1.369 1.746 -0.23 -0.22 -0.26
```
Positions in Å, forces in eV/Å.

E_tot in hartree: -351.22889
Energy relative to the best compared isomer or geometry (same formula, charge and spin) in eV: 1.3723
<S²>: 0.7584
HOMO energy (alpha / beta) in eV: 1.15 / -3.69
Net charge: -1
Multiplicity: 2

Here are the Löwdin charges for atoms 1 to 8, given in e: number 1, C, carries -0.2185; number 2, C, carries -0.2102; number 3, H, carries 0.0810; number 4, H, carries 0.0298; number 5, H, carries 0.0629; number 6, H, carries 0.0356; number 7, H, carries 0.0548; number 8, H, carries 0.0744


Entry 3:
Formula: C38H51Cl30FO6S
Source: the Open Molecules 2025 dataset
Level of theory: ωB97M-V with the def2-TZVPD basis set

The geometry in XYZ format:
```
127
Properties=species:S:1:pos:R:3:forces:R:3
C 2.649 -2.905 -0.215 0.28 0.62 0.13
C 1.718 -3.557 -1.292 0.71 -0.57 0.38
C 1.166 -4.902 -0.699 0.83 0.40 0.27
C 0.618 -2.597 -1.898 -0.08 0.20 -0.03
C 0.129 -1.463 -0.954 -1.14 1.15 1.42
C 0.912 -0.255 -0.775 -0.70 0.45 0.62
C 0.510 0.851 0.107 -2.35 -1.84 0.43
S 1.631 2.276 0.125 4.60 -0.56 -2.68
O 2.976 1.751 0.288 -1.66 -0.02 1.64
O 1.628 2.961 -1.156 -2.27 0.44 1.84
F 1.388 3.293 1.403 -0.42 -1.42 -1.71
C -0.732 0.779 0.883 0.66 -1.31 -0.39
C -1.170 1.946 1.803 -0.17 0.09 -1.34
C -1.666 3.132 0.869 0.52 -1.31 1.18
O -1.742 4.223 1.336 -0.17 0.92 -0.25
C -1.534 -0.427 0.710 1.05 -0.36 -0.98
C -1.137 -1.517 -0.197 1.06 1.07 0.21
C -2.101 -2.747 -0.341 -1.22 2.50 0.21
O -1.737 -3.853 -0.573 0.29 -0.93 -0.27
C -3.615 -2.395 -0.204 -0.25 0.38 0.22
C -4.706 -3.197 -1.009 1.95 -1.15 0.15
O -5.316 -2.413 -2.034 -0.69 0.15 1.19
C -6.278 -1.544 -1.546 -1.67 3.03 0.32
C -6.294 -0.192 -2.114 -1.19 -0.08 1.10
C -7.229 0.841 -1.666 0.85 -2.94 0.86
C -8.182 0.487 -0.584 1.51 -1.32 -0.81
C -8.195 -0.849 -0.029 1.56 0.88 -1.65
C -7.246 -1.828 -0.514 0.22 0.13 -0.41
C -3.961 -1.408 0.653 0.63 -0.18 -0.37
C -2.870 -0.655 1.471 -0.13 -0.83 -2.30
O -3.074 -0.332 2.598 -0.08 0.50 0.87
H 3.101 -1.940 -0.577 -0.38 -0.86 0.30
H 3.513 -3.560 0.080 -0.97 0.44 -0.61
H 2.117 -2.663 0.746 0.21 -0.22 -0.88
H 2.389 -3.845 -2.148 -0.63 0.27 0.65
H 2.041 -5.424 -0.217 -0.84 0.50 -0.52
H 0.804 -5.592 -1.495 -0.17 0.86 0.77
H 0.435 -4.714 0.120 0.27 -0.21 -0.80
H 1.030 -2.127 -2.836 -0.28 -0.23 0.97
H -0.237 -3.235 -2.239 0.85 0.86 0.56
H 1.867 -0.174 -1.338 -0.84 0.07 0.53
H -2.036 1.712 2.461 0.64 -0.13 -0.70
H -0.352 2.291 2.484 -0.78 -0.20 -0.83
H -1.969 2.885 -0.183 0.15 0.06 0.43
H -5.422 -3.711 -0.326 0.41 0.68 -0.51
H -4.153 -4.021 -1.535 -0.59 0.76 0.37
H -5.569 0.067 -2.911 -0.49 -0.32 0.62
H -7.165 1.879 -2.139 0.55 -2.54 0.81
H -8.879 1.247 -0.204 0.55 -0.91 -0.03
H -8.903 -1.107 0.785 0.61 0.16 -0.73
H -7.241 -2.857 -0.083 -0.19 1.05 -0.29
H -5.040 -1.163 0.773 1.03 -0.01 0.37
C 3.717 -7.946 -1.605 0.00 -0.10 0.07
Cl 4.506 -6.365 -1.679 -0.16 -0.48 0.09
Cl 1.957 -7.791 -1.559 0.25 -0.66 -0.13
H 3.996 -8.519 -2.485 -0.06 0.13 0.00
H 4.048 -8.462 -0.708 -0.07 0.12 0.00
C 0.125 -4.182 -5.631 -0.08 -0.13 -0.18
Cl -0.966 -4.413 -4.251 -0.06 -0.14 -0.35
Cl 1.807 -4.555 -5.226 -0.39 0.07 -0.06
H -0.190 -4.854 -6.424 0.02 -0.01 0.11
H 0.061 -3.153 -5.972 0.04 -0.03 0.18
C 7.000 -5.243 1.337 0.06 0.09 -0.07
Cl 7.341 -6.764 2.171 0.09 -0.01 -0.03
Cl 5.294 -4.805 1.469 0.12 0.05 0.09
H 7.601 -4.455 1.782 -0.10 -0.08 0.07
H 7.254 -5.353 0.287 -0.11 -0.10 0.07
C 6.226 -3.648 -3.767 -0.04 0.01 -0.08
Cl 4.664 -4.267 -4.316 0.28 0.19 -0.09
Cl 6.741 -4.436 -2.270 0.20 0.18 -0.02
H 6.968 -3.823 -4.541 -0.03 -0.11 0.11
H 6.135 -2.587 -3.579 -0.11 -0.11 0.06
C 0.109 1.566 5.646 -0.02 0.16 -0.08
Cl -1.240 0.801 4.798 0.10 -0.06 0.23
Cl 0.604 0.619 7.055 0.07 0.03 0.04
H 0.951 1.650 4.965 -0.04 -0.13 0.06
H -0.199 2.554 5.976 -0.05 -0.12 0.05
C 1.780 6.617 1.373 0.00 -0.16 -0.17
Cl 2.491 6.875 2.969 0.08 -0.07 0.07
Cl 0.696 7.940 0.929 -0.02 -0.03 -0.07
H 2.578 6.554 0.639 -0.03 0.12 0.09
H 1.221 5.687 1.386 -0.08 0.16 0.07
C -9.361 4.572 -1.670 -0.19 0.06 0.03
Cl -8.782 5.483 -3.072 -0.03 0.06 -0.02
Cl -8.739 2.913 -1.677 -1.64 2.73 -0.27
H -9.017 5.061 -0.762 -0.04 -0.10 -0.36
H -10.447 4.546 -1.691 0.08 -0.01 -0.09
C 9.360 -1.169 -3.754 0.34 -0.09 -0.02
Cl 9.530 -2.683 -2.846 0.15 0.15 -0.12
Cl 7.685 -0.636 -3.839 0.06 0.19 0.09
H 9.954 -0.400 -3.267 -0.22 -0.29 -0.09
H 9.719 -1.331 -4.767 -0.07 -0.06 0.07
C 2.295 1.651 10.446 -0.04 0.00 -0.16
Cl 1.117 1.170 11.672 -0.08 0.03 -0.06
Cl 3.951 1.420 11.021 0.04 0.04 -0.08
H 2.144 1.047 9.555 0.04 -0.01 0.17
H 2.148 2.701 10.209 0.03 -0.06 0.13
C 5.649 2.193 -5.427 -0.11 0.08 0.04
Cl 4.651 0.787 -5.033 -0.17 0.04 0.10
Cl 7.116 1.685 -6.256 0.18 0.22 -0.28
H 5.087 2.857 -6.075 0.00 -0.14 -0.05
H 5.917 2.709 -4.511 0.04 -0.18 0.01
C -7.174 5.024 1.634 0.24 -0.12 0.07
Cl -6.755 3.430 2.272 0.05 0.00 -0.06
Cl -8.930 5.246 1.567 0.00 0.16 0.34
H -6.745 5.789 2.280 -0.27 -0.55 -0.12
H -6.769 5.119 0.630 -0.10 -0.09 0.03
C -4.886 8.661 3.254 0.10 0.08 -0.08
Cl -6.266 7.956 2.398 0.10 0.60 0.00
Cl -4.455 7.700 4.673 0.02 0.00 -0.01
H -4.035 8.695 2.580 -0.07 -0.13 0.04
H -5.145 9.663 3.572 -0.13 -0.16 0.03
C -0.942 -10.796 -1.975 -0.09 -0.06 0.06
Cl -1.212 -9.053 -2.091 -0.16 -0.03 0.02
Cl 0.678 -11.239 -2.527 -0.03 -0.12 0.01
H -1.055 -11.101 -0.938 0.11 0.10 -0.05
H -1.675 -11.307 -2.592 0.10 0.10 -0.05
C 9.868 3.381 -3.503 0.11 0.07 -0.14
Cl 10.014 1.877 -2.586 0.15 0.30 0.14
Cl 8.188 3.913 -3.593 0.05 0.17 0.05
H 10.457 4.150 -3.012 -0.12 -0.08 0.08
H 10.241 3.219 -4.511 -0.12 -0.09 0.06
C -2.683 10.333 6.374 0.07 -0.19 0.12
Cl -3.522 11.059 4.997 0.11 0.17 0.05
Cl -2.143 11.565 7.520 0.02 -0.06 0.02
H -3.362 9.654 6.881 -0.04 0.14 -0.05
H -1.818 9.787 6.010 -0.04 0.14 -0.05
```
Positions in Å, forces in eV/Å.

E_tot in hartree: -16233.55618
HOMO energy in eV: -8.79
Multiplicity: 1

Here are the Löwdin charges for atoms 1 to 8, given in e: number 1, C, carries -0.0883; number 2, C, carries -0.3716; number 3, C, carries -0.1311; number 4, C, carries -0.1338; number 5, C, carries -0.0899; number 6, C, carries 0.0206; number 7, C, carries -0.1632; number 8, S, carries 0.7349